[1]
{"formula": "C4H7ClS", "method": "ωB97M-V/def2-TZVPD", "homo_lumo_gap_ev": 9.294, "smiles": "C=C(CCl)SC", "lumo_energy_ev": 0.8, "elements": ["C", "C", "C", "Cl", "S", "C", "H", "H", "H", "H", "H", "H", "H"], "positions_angstrom": [[0.336, 2.160, -0.298], [0.049, 0.862, -0.052], [1.129, -0.031, 0.502], [2.282, -0.583, -0.733], [-1.519, 0.210, -0.675], [-1.385, -1.536, -0.121], [1.376, 2.490, -0.058], [-0.335, 2.877, -0.804], [0.695, -0.965, 0.907], [1.661, 0.463, 1.362], [-0.613, -2.281, -0.433], [-2.337, -1.962, -0.556], [-1.340, -1.702, 0.960]]}

***

[2]
{"formula": "CH6N2OS", "method": "ωB97M-V/def2-TZVPD", "homo_lumo_gap_ev": 9.877, "lumo_energy_ev": 0.8, "elements": ["C", "N", "N", "O", "S", "H", "H", "H", "H", "H", "H"], "positions_angstrom": [[-2.057, 0.054, -0.045], [1.923, 1.052, 1.173], [-1.285, -0.121, 0.933], [1.972, -0.341, -1.110], [1.066, 0.284, 0.155], [-1.780, 0.732, -0.823], [-3.020, -0.382, -0.071], [1.594, 2.013, 1.097], [2.702, -0.922, -1.001], [-1.774, -0.671, 1.677], [1.050, -0.966, 0.883]]}

***

[3]
{"formula": "C23H27N3O2", "method": "ωB97M-V/def2-TZVPD", "homo_lumo_gap_ev": 8.621, "smiles": "CO[C@@H]1CCCN(Cc2cn(C)nc2-c2ccc(Oc3ccccc3)cc2)C1", "lumo_energy_ev": 0.8, "elements": ["C", "O", "C", "C", "C", "C", "N", "C", "C", "C", "N", "C", "N", "C", "C", "C", "C", "C", "O", "C", "C", "C", "C", "C", "C", "C", "C", "C", "H", "H", "H", "H", "H", "H", "H", "H", "H", "H", "H", "H", "H", "H", "H", "H", "H", "H", "H", "H", "H", "H", "H", "H", "H", "H", "H"], "positions_angstrom": [[-2.487, -2.894, 1.522], [-1.913, -3.107, 0.259], [-0.928, -2.161, -0.112], [-0.791, -2.192, -1.633], [0.290, -1.210, -2.066], [1.595, -1.512, -1.338], [1.377, -1.433, 0.092], [2.610, -1.413, 0.853], [3.385, -0.161, 0.591], [4.755, -0.048, 0.495], [5.036, 1.239, 0.205], [6.326, 1.838, 0.030], [3.932, 1.964, 0.091], [2.910, 1.149, 0.327], [1.536, 1.628, 0.244], [0.537, 1.129, 1.075], [-0.767, 1.559, 0.943], [-1.098, 2.500, -0.027], [-2.378, 2.982, -0.173], [-3.425, 2.107, -0.056], [-4.615, 2.586, 0.483], [-5.712, 1.751, 0.578], [-5.634, 0.437, 0.145], [-4.455, -0.034, -0.407], [-3.355, 0.796, -0.516], [-0.099, 3.039, -0.831], [1.204, 2.606, -0.692], [0.440, -2.445, 0.526], [-2.903, -1.881, 1.602], [-3.290, -3.623, 1.620], [-1.767, -3.045, 2.335], [-1.241, -1.155, 0.205], [-1.750, -1.945, -2.090], [-0.527, -3.207, -1.935], [0.446, -1.270, -3.144], [-0.012, -0.191, -1.817], [2.350, -0.773, -1.612], [1.965, -2.513, -1.633], [3.255, -2.285, 0.631], [2.350, -1.465, 1.917], [5.528, -0.781, 0.614], [6.870, 1.352, -0.782], [6.915, 1.764, 0.947], [6.171, 2.887, -0.214], [0.783, 0.412, 1.840], [-1.540, 1.175, 1.595], [-4.660, 3.610, 0.819], [-6.632, 2.127, 1.000], [-6.490, -0.214, 0.231], [-4.387, -1.053, -0.759], [-2.440, 0.438, -0.965], [-0.364, 3.789, -1.561], [1.983, 3.013, -1.317], [0.353, -2.398, 1.615], [0.759, -3.467, 0.251]]}

***

[4]
{"formula": "C4H9NOS", "method": "ωB97M-V/def2-TZVPD", "homo_lumo_gap_ev": 9.866, "smiles": "CNC(=O)CCS", "lumo_energy_ev": 0.7, "elements": ["C", "N", "C", "O", "C", "C", "S", "H", "H", "H", "H", "H", "H", "H", "H", "H"], "positions_angstrom": [[1.952, 0.569, 1.092], [1.788, -0.158, -0.141], [0.669, -0.222, -0.934], [0.748, -0.363, -2.133], [-0.641, 0.074, -0.219], [-1.830, -0.747, -0.682], [-3.410, -0.068, -0.010], [2.083, -0.066, 1.972], [2.865, 1.170, 1.038], [1.150, 1.268, 1.294], [2.620, -0.469, -0.629], [-0.897, 1.133, -0.319], [-0.523, -0.169, 0.842], [-1.970, -0.767, -1.760], [-1.786, -1.794, -0.391], [-2.818, 0.610, 0.981]]}

***

[5]
{"formula": "C24H60BF4InN7O17", "method": "ωB97M-V/def2-TZVPD", "homo_lumo_gap_ev": 3.402, "charge": -1, "lumo_energy_ev": -2.6, "elements": ["In", "N", "O", "O", "O", "N", "O", "O", "O", "N", "O", "O", "O", "B", "F", "F", "F", "F", "C", "O", "C", "C", "N", "C", "C", "O", "C", "H", "H", "H", "H", "H", "H", "H", "H", "H", "H", "H", "H", "H", "H", "H", "C", "O", "C", "C", "N", "C", "C", "O", "C", "H", "H", "H", "H", "H", "H", "H", "H", "H", "H", "H", "H", "H", "H", "H", "C", "O", "C", "C", "N", "C", "C", "O", "C", "H", "H", "H", "H", "H", "H", "H", "H", "H", "H", "H", "H", "H", "H", "H", "C", "O", "C", "C", "N", "C", "C", "O", "C", "H", "H", "H", "H", "H", "H", "H", "H", "H", "H", "H", "H", "H", "H", "H"], "positions_angstrom": [[-0.418, 0.914, 2.029], [-3.192, -1.107, 0.124], [-4.106, -1.816, -0.314], [-3.078, -0.778, 1.315], [-2.222, -0.741, -0.538], [-0.836, -3.136, 3.630], [-0.444, -2.044, 3.176], [-0.521, -4.211, 3.182], [-1.600, -3.068, 4.596], [-0.743, 4.201, 3.492], [-0.770, 3.933, 2.254], [-0.772, 3.206, 4.202], [-0.727, 5.382, 3.837], [2.487, -0.870, 1.003], [3.630, -0.742, 0.261], [1.582, -0.437, 0.082], [2.436, -2.127, 1.423], [2.551, 0.067, 2.051], [1.825, 0.119, 5.258], [0.502, 0.531, 5.023], [-0.380, 0.074, 6.045], [-1.797, 0.509, 5.639], [-2.257, -0.095, 4.448], [-3.695, 0.257, 4.318], [-4.137, 1.704, 4.185], [-3.643, 2.405, 3.074], [-4.244, 3.676, 2.906], [2.472, 0.532, 4.483], [1.920, -0.964, 5.185], [2.382, 0.452, 6.134], [-0.190, 0.516, 7.023], [-0.506, -1.005, 6.127], [-1.963, 1.585, 5.702], [-2.437, 0.157, 6.448], [-2.179, -1.086, 4.626], [-4.129, -0.205, 5.205], [-4.210, -0.357, 3.579], [-3.936, 2.250, 5.107], [-5.224, 1.622, 4.169], [-3.841, 4.288, 2.100], [-4.171, 4.298, 3.798], [-5.300, 3.536, 2.677], [4.060, -3.630, -4.449], [2.829, -3.427, -3.788], [2.167, -4.655, -3.324], [0.756, -4.333, -2.677], [0.934, -3.808, -1.311], [-0.304, -3.311, -0.835], [-1.430, -4.375, -0.646], [-1.111, -5.470, 0.278], [-2.114, -6.492, 0.271], [3.962, -4.107, -5.424], [4.797, -4.199, -3.884], [4.483, -2.637, -4.604], [2.728, -5.376, -2.730], [1.921, -5.127, -4.275], [0.189, -5.262, -2.747], [0.331, -3.539, -3.291], [1.642, -3.089, -1.360], [-0.692, -2.544, -1.506], [-0.144, -2.923, 0.171], [-1.611, -4.864, -1.604], [-2.356, -3.943, -0.266], [-1.561, -7.383, 0.571], [-2.598, -6.798, -0.657], [-2.744, -6.264, 1.131], [-0.719, -0.200, -6.357], [-0.710, 0.071, -4.988], [-0.142, -0.911, -4.215], [0.390, -0.406, -2.880], [1.331, 0.750, -2.997], [2.673, 0.370, -3.396], [3.331, 1.502, -4.135], [2.481, 2.022, -5.162], [2.984, 3.085, -5.834], [-1.254, -1.145, -6.445], [0.286, -0.227, -6.780], [-1.226, 0.656, -6.801], [0.615, -1.549, -4.672], [-0.871, -1.703, -4.047], [0.874, -1.196, -2.305], [-0.513, -0.026, -2.403], [0.962, 1.308, -3.754], [2.723, -0.537, -3.999], [3.247, 0.036, -2.532], [4.226, 1.107, -4.616], [3.606, 2.329, -3.481], [4.012, 2.937, -6.166], [2.886, 3.963, -5.195], [2.309, 3.297, -6.662], [2.491, 3.438, 3.427], [2.092, 2.688, 2.276], [2.420, 3.408, 1.064], [2.203, 2.555, -0.201], [0.839, 2.121, -0.524], [0.079, 3.258, -0.926], [-1.382, 2.985, -1.249], [-2.067, 2.411, -0.099], [-3.464, 2.296, -0.228], [2.379, 2.772, 4.283], [1.903, 4.350, 3.529], [3.563, 3.620, 3.346], [3.486, 3.636, 1.075], [1.745, 4.263, 1.085], [2.625, 1.555, -0.108], [2.682, 2.874, -1.126], [0.982, 1.582, -1.366], [0.460, 3.521, -1.913], [0.143, 4.139, -0.287], [-1.480, 2.365, -2.140], [-1.944, 3.908, -1.393], [-3.803, 1.628, -1.020], [-3.767, 3.317, -0.459], [-3.942, 1.907, 0.671]]}

***

[6]
{"formula": "C17H31N2O6", "method": "ωB97M-V/def2-TZVPD", "homo_lumo_gap_ev": 4.169, "charge": -1, "lumo_energy_ev": 2.2, "elements": ["C", "C", "C", "C", "N", "C", "N", "H", "H", "H", "H", "H", "H", "H", "H", "H", "H", "H", "H", "H", "O", "C", "O", "C", "C", "C", "H", "H", "H", "H", "H", "H", "O", "C", "O", "C", "C", "C", "H", "H", "H", "H", "H", "H", "O", "C", "O", "C", "C", "C", "H", "H", "H", "H", "H", "H"], "positions_angstrom": [[6.207, 0.438, -1.079], [5.328, 0.892, -2.425], [4.859, 2.444, -2.239], [4.142, -0.197, -2.694], [2.753, 0.366, -2.853], [1.879, 0.103, -1.643], [1.514, 1.486, -1.065], [5.487, 0.314, -0.154], [7.004, 1.305, -0.932], [6.706, -0.598, -1.362], [6.092, 0.841, -3.335], [5.552, 2.906, -1.385], [5.113, 3.048, -3.222], [3.752, 2.611, -1.907], [4.236, -1.026, -1.843], [4.432, -0.772, -3.699], [0.844, -0.415, -1.911], [2.378, -0.550, -0.808], [2.350, 1.719, -0.462], [1.599, 2.117, -1.918], [-3.122, -1.679, -5.046], [-2.540, -0.720, -4.566], [-1.540, -0.034, -5.193], [-1.017, 0.950, -4.302], [-2.109, 1.194, -3.293], [-2.778, -0.154, -3.199], [-0.106, 0.555, -3.841], [-0.768, 1.858, -4.860], [-1.735, 1.565, -2.335], [-2.820, 1.930, -3.687], [-2.295, -0.797, -2.457], [-3.846, -0.058, -2.992], [-2.413, 0.546, 1.045], [-2.999, -0.525, 1.055], [-4.209, -0.746, 0.463], [-4.643, -2.071, 0.765], [-3.390, -2.829, 1.118], [-2.528, -1.766, 1.750], [-5.350, -2.025, 1.600], [-5.149, -2.501, -0.104], [-3.575, -3.687, 1.770], [-2.909, -3.197, 0.204], [-2.720, -1.670, 2.823], [-1.467, -1.945, 1.561], [-2.528, -2.278, 5.911], [-1.992, -1.203, 5.697], [-1.947, -0.595, 4.476], [-1.152, 0.587, 4.570], [-1.164, 0.959, 6.029], [-1.254, -0.383, 6.712], [-0.144, 0.359, 4.207], [-1.585, 1.373, 3.945], [-0.293, 1.546, 6.331], [-2.062, 1.547, 6.255], [-0.266, -0.822, 6.876], [-1.812, -0.319, 7.649]]}

***

[7]
{"formula": "C4H14N4P", "method": "ωB97M-V/def2-TZVPD", "homo_lumo_gap_ev": 9.951, "charge": 1, "lumo_energy_ev": -2.6, "elements": ["C", "C", "C", "C", "N", "N", "N", "N", "P", "H", "H", "H", "H", "H", "H", "H", "H", "H", "H", "H", "H", "H", "H"], "positions_angstrom": [[-0.882, -1.538, 0.283], [-2.073, -0.770, -0.524], [0.049, -0.484, 0.911], [-1.379, 0.427, -1.142], [2.308, -0.338, -0.250], [-0.301, 0.005, -1.865], [1.548, 1.713, 1.641], [-1.406, 1.624, -0.755], [0.923, 0.631, -0.251], [-1.147, -2.371, 0.877], [-0.271, -2.104, -0.485], [-2.738, -1.291, -1.233], [-2.805, -0.567, 0.266], [-0.655, 0.076, 1.446], [0.825, -1.096, 1.380], [3.112, 0.152, -0.700], [-0.268, -0.911, -2.221], [-0.068, 0.760, -2.531], [1.357, 1.185, 2.511], [2.553, 1.739, 1.467], [2.280, -1.408, -0.297], [1.211, 2.733, 1.542], [-2.173, 1.834, -0.071]]}

***

Number 1: DFT total energy -1014.9436 Eh, strongest force on any atom 2.23 eV/Å. Number 2: DFT total energy -624.5129 Eh, strongest force on any atom 2.81 eV/Å. Number 3: DFT total energy -1207.3583 Eh, strongest force on any atom 0.77 eV/Å. Number 4: DFT total energy -685.9934 Eh, strongest force on any atom 1.38 eV/Å. Number 5: DFT total energy -3226.7859 Eh, strongest force on any atom 3.61 eV/Å. Number 6: DFT total energy -1227.2224 Eh, strongest force on any atom 3.20 eV/Å. Number 7: DFT total energy -720.9151 Eh, strongest force on any atom 4.39 eV/Å.